[1]
Below is a structure of composition C52H72BrFeN10O2Si, with properties calculated with ωB97M-V/def2-TZVPD.

## Properties
spin multiplicity: 1
HOMO energy (alpha / beta): -9.122 / -9.133 eV
net charge: +1
E_LUMO (alpha / beta): -2.31 / -2.31 eV
molar mass: 1033.05 g mol⁻¹

Element x y z (Å)
Fe 0.6586 -0.9093 -0.0248
N 0.7755 -0.9564 2.1061
C 2.1480 -0.7114 2.5744
C 2.2060 0.3181 3.6934
C 1.3297 -0.0352 4.8868
C 1.4700 0.9469 6.0546
N 1.6668 2.3493 5.6524
C 0.8129 3.0743 4.9446
N 1.1195 4.3355 4.6094
N -0.3662 2.5772 4.5765
C 3.0621 -0.2712 1.3991
O 4.1518 0.2056 1.6954
O 2.5844 -0.4548 0.2336
H 0.1540 -0.2029 2.3875
H 0.3842 -1.8044 2.5003
H 2.5560 -1.6523 2.9549
H 1.8996 1.2841 3.2749
H 3.2540 0.4237 3.9796
H 1.5911 -1.0236 5.2729
H 0.2839 -0.1145 4.5725
H 2.3473 0.7018 6.6487
H 0.6142 0.8912 6.7313
H 2.5956 2.7240 5.7556
H 2.0730 4.6488 4.6916
H 0.5768 4.7927 3.8920
H -0.6691 1.6676 4.8819
H -1.0539 3.1710 4.1439
C -6.2189 -1.2922 -1.2979
C -5.6643 -0.0084 -1.8476
C -6.4480 0.8521 -2.6081
C -5.9372 2.0316 -3.1295
C -4.6203 2.3819 -2.8720
C -3.8255 1.5528 -2.0977
C -4.3368 0.3557 -1.6038
N -3.5310 -0.4931 -0.8082
C -2.1792 -0.7131 -0.9696
N -1.7511 -0.6220 -2.2372
C -0.4324 -0.6561 -2.7911
C 0.6893 -0.7656 -1.9727
C 1.9171 -0.8013 -2.6550
C 2.0103 -0.7225 -4.0343
C 0.8575 -0.5981 -4.8008
C -0.3861 -0.5623 -4.1926
C -1.6366 -0.4219 -5.0234
N -1.4091 -1.0384 0.0396
C -1.9858 -0.9718 1.3402
C -2.3009 0.2608 1.9194
C -2.7703 0.3417 3.2226
C -2.9248 -0.8157 3.9748
C -2.6201 -2.0409 3.3994
C -2.1587 -2.1434 2.0873
C -1.8504 -3.4880 1.4886
H -7.2297 -1.4622 -1.6633
H -6.2662 -1.2795 -0.2050
H -5.6008 -2.1446 -1.5867
H -7.4778 0.5802 -2.8056
H -6.5664 2.6740 -3.7306
H -4.2102 3.3046 -3.2626
H -2.8012 1.8265 -1.8725
H -3.9374 -0.8432 0.0432
H -2.4892 -0.4688 -2.9048
H 2.8255 -0.8826 -2.0692
H 2.9787 -0.7521 -4.5198
H 0.9203 -0.5294 -5.8807
H -1.3841 -0.3790 -6.0812
H -2.1915 0.4928 -4.7873
H -2.3204 -1.2663 -4.8885
H -2.1784 1.1565 1.3259
H -3.0527 1.3054 3.6331
H -3.3066 -0.7721 4.9870
H -2.7548 -2.9496 3.9741
H -2.0455 -4.2840 2.2055
H -0.8076 -3.5522 1.1702
H -2.4564 -3.6707 0.5989
C 3.6650 3.1639 -0.6598
C 2.6206 4.0054 0.0937
C 2.6165 3.4511 1.5286
C 3.0902 5.4696 0.1241
Si 0.9058 3.8646 -0.7453
Br 0.1537 1.7955 -0.1419
C -0.4348 5.0425 -0.0080
C -1.8698 4.5896 -0.3248
C -0.2521 6.4699 -0.5490
C -0.3245 5.0934 1.5241
C 0.9407 3.8673 -2.6554
C 1.7401 5.0771 -3.1711
C -0.4777 3.9479 -3.2406
C 1.5695 2.5818 -3.2158
H 4.6096 3.2115 -0.1099
H 3.8546 3.5295 -1.6672
H 3.3766 2.1111 -0.7105
H 3.5788 3.6824 1.9968
H 2.5258 2.3670 1.5214
H 1.8241 3.8643 2.1544
H 4.1158 5.5056 0.5037
H 2.4793 6.0945 0.7791
H 3.0951 5.9297 -0.8652
H -2.1030 4.6448 -1.3857
H -2.5702 5.2521 0.1953
H -2.0632 3.5688 0.0083
H -0.4074 6.5162 -1.6261
H 0.7357 6.8801 -0.3333
H -0.9932 7.1311 -0.0880
H -0.4009 4.0838 1.9456
H -1.1452 5.7047 1.9206
H 0.6172 5.5450 1.8446
H 1.3480 6.0321 -2.8137
H 1.6884 5.0931 -4.2639
H 2.7938 5.0215 -2.9011
H -0.9626 4.9055 -3.0473
H -1.1176 3.1474 -2.8623
H -0.4133 3.8297 -4.3264
H 2.5985 2.4310 -2.9014
H 1.5659 2.6459 -4.3086
H 1.0054 1.6905 -2.9390
N 0.9908 -7.9668 -1.2975
C 1.4841 -9.2331 -1.0636
C 1.1966 -10.4740 -1.6247
C 1.9046 -11.5504 -1.1316
C 2.8658 -11.4000 -0.1167
C 3.1453 -10.1674 0.4326
C 2.4393 -9.0654 -0.0526
N 2.5195 -7.7333 0.3094
C 1.6530 -7.1194 -0.4468
C 1.4082 -5.6748 -0.3919
C 2.1877 -4.8877 0.4507
C 1.9511 -3.5307 0.5085
N 0.9922 -2.9183 -0.1971
C 0.2655 -3.6689 -1.0270
C 0.4352 -5.0352 -1.1515
H 0.2966 -7.7167 -1.9776
H 0.4593 -10.5943 -2.4074
H 1.7177 -12.5362 -1.5363
H 3.3958 -12.2749 0.2349
H 3.8857 -10.0444 1.2112
H 2.9719 -5.3442 1.0370
H 2.5711 -2.8887 1.1171
H -0.4780 -3.1445 -1.6113
H -0.1979 -5.5708 -1.8461

Atomic partial charges in e from the Löwdin method, atoms 1 to 2: 0.294, 0.065

[2]
Below is a cluster of 2 separate species, C11H31NO4P2Si in total, with properties calculated with ωB97M-V/def2-TZVPD.

## Properties
spin multiplicity: 1
HOMO energy: -8.166 eV
SMILES string: CCOP(=O)(OCC)OCC.CNCP[Si](C)(C)C
ΔE to the lowest compared entry with this formula, charge and spin: 0.00 kcal/mol
E_LUMO: 0.79 eV
molar mass: 331.41 g mol⁻¹

Element x y z (Å)
C -5.0546 -2.4447 -0.0536
C -3.9166 -2.0455 -0.9732
O -3.6182 -0.6448 -0.9119
P -2.9682 -0.0355 0.4289
O -1.6455 -0.6297 0.6572
O -2.6659 1.4741 -0.0707
C -1.3429 2.0015 -0.1301
C -0.7521 1.8293 -1.5121
O -4.2608 0.3045 1.2644
C -4.8352 1.6069 1.4724
C -5.6376 2.0618 0.2769
H -4.7780 -2.3232 0.9957
H -5.3209 -3.4899 -0.2128
H -5.9317 -1.8228 -0.2327
H -3.0146 -2.6186 -0.7432
H -4.1846 -2.2521 -2.0083
H -0.7080 1.5519 0.6323
H -1.4230 3.0642 0.1094
H -0.7987 0.7900 -1.8379
H 0.2892 2.1544 -1.5264
H -1.3089 2.4173 -2.2436
H -4.0733 2.3280 1.7590
H -5.4967 1.4987 2.3324
H -5.0409 2.0722 -0.6328
H -6.0222 3.0669 0.4534
H -6.4796 1.3898 0.1055
C 3.5724 0.8650 3.2036
N 3.1512 -0.5552 3.1850
C 2.7736 -0.9800 1.8224
P 4.2896 -1.5364 0.8670
Si 4.1846 -0.7253 -1.2253
C 2.3593 -0.5613 -1.6949
C 5.0462 -2.0034 -2.2991
C 4.9740 0.9814 -1.3437
H 4.5251 0.9458 3.7262
H 2.8334 1.4500 3.7488
H 3.7197 1.2590 2.1945
H 4.0016 -1.0716 3.3770
H 2.2673 -0.1578 1.3217
H 2.1056 -1.8377 1.8864
H 4.1457 -2.9250 0.6718
H 2.2436 -0.5974 -2.7792
H 1.8238 -1.4014 -1.2549
H 2.0011 0.3898 -1.3049
H 5.0646 -1.7210 -3.3507
H 4.4812 -2.9334 -2.2111
H 6.0476 -2.1766 -1.9044
H 5.7776 0.9901 -2.0780
H 5.3751 1.2622 -0.3675
H 4.2260 1.7353 -1.5885

Atomic partial charges in e from the Löwdin method, atoms 1 to 2: -0.082, -0.271